(1)
{"formula": "C29H24HgN9O2S2", "method": "ωB97M-V/def2-TZVPD", "e_lumo_ev": [4.65, 4.65], "homo_lumo_gap_ha": [0.175, 0.202], "homo_ev": [-0.11, -0.86], "multiplicity": 2, "charge": -2, "symbols": ["Hg", "C", "C", "N", "N", "C", "N", "S", "C", "C", "C", "C", "C", "N", "H", "H", "H", "H", "H", "H", "H", "H", "H", "N", "C", "N", "C", "N", "N", "C", "C", "C", "C", "C", "C", "N", "C", "C", "C", "C", "C", "C", "H", "H", "H", "H", "H", "H", "H", "H", "H", "H", "H", "O", "C", "O", "C", "C", "C", "C", "C", "C", "S", "H", "H", "H", "H"], "xyz": [[-1.03758, -1.21445, -0.25832], [-3.58227, 1.52065, 2.76676], [-2.49514, 0.80026, 2.01257], [-2.71005, 0.05682, 0.99108], [-3.97163, -0.02119, 0.51903], [-4.21782, -0.88714, -0.43219], [-5.46268, -0.71537, -1.01334], [-3.29918, -2.22542, -1.00720], [-1.09437, 0.96473, 2.43672], [-0.73451, 1.88394, 3.42533], [0.60011, 2.02372, 3.76168], [1.54457, 1.24813, 3.10935], [1.09713, 0.35856, 2.14202], [-0.17840, 0.21616, 1.82384], [-4.54464, 1.20815, 2.37933], [-3.48565, 2.60371, 2.64236], [-3.52034, 1.29020, 3.83387], [-5.74720, 0.25360, -1.01021], [-5.52267, -1.15814, -1.91513], [-1.48494, 2.49097, 3.91189], [0.89985, 2.74213, 4.51577], [2.60085, 1.33451, 3.32834], [1.79788, -0.26529, 1.59356], [2.49049, -0.36317, -3.21073], [1.29974, -0.88535, -2.81104], [1.12125, -1.58708, -1.75458], [2.18403, -1.75846, -0.87607], [2.00522, -2.17347, 0.34107], [0.73550, -2.37467, 0.76962], [0.68634, -2.66108, 2.07480], [-0.50769, -2.81003, 2.80985], [-0.48187, -2.92650, 4.22768], [-1.65725, -3.03959, 4.92243], [-2.87615, -3.03913, 4.22351], [-2.81788, -2.89476, 2.84164], [-1.69760, -2.78300, 2.14744], [3.52517, -1.34769, -1.28910], [4.67432, -1.58420, -0.53862], [5.89889, -1.06495, -0.92946], [5.98682, -0.27378, -2.06892], [4.85421, -0.02361, -2.82660], [3.63492, -0.56758, -2.44825], [2.47345, 0.42077, -3.84325], [0.46532, -0.69730, -3.47186], [1.63353, -2.70530, 2.60875], [0.47323, -2.88842, 4.74147], [-1.64788, -3.10883, 6.00503], [-3.82478, -3.13309, 4.73660], [-3.73094, -2.85485, 2.24985], [4.57332, -2.15998, 0.37245], [6.78253, -1.25876, -0.33290], [6.93455, 0.16225, -2.36249], [4.90433, 0.62152, -3.69691], [-2.82441, 1.54017, -2.26524], [-1.63737, 1.23473, -2.42048], [-1.09576, 0.10973, -2.13514], [-0.73372, 2.18663, -3.19781], [-1.23610, 2.63113, -4.41679], [-0.49104, 3.41570, -5.28907], [0.79698, 3.77848, -4.91070], [1.30395, 3.37898, -3.68430], [0.56780, 2.58181, -2.77174], [1.25383, 2.24020, -1.21398], [-2.24510, 2.33014, -4.67775], [-0.90479, 3.73821, -6.23866], [1.40303, 4.39540, -5.56924], [2.29625, 3.68956, -3.37758]], "lowdin_charge": [0.9894, -0.0453, -0.2754, -0.0126, -0.0230, -0.9159, 0.0285, 0.5062, -0.2168, -0.0268, -0.0829, -0.0602, -0.1394, 0.0965, 0.0517, 0.0797, 0.0738, 0.0770, 0.0469, 0.0931, 0.0944, 0.0952, 0.0905, 0.1132, -0.1856, 0.0847, -0.3201, 0.0199, -0.1234, -0.1895, -0.3209, -0.0705, -0.1349, -0.1221, -0.1872, 0.0654, -0.0914, -0.0371, -0.1161, -0.1157, -0.0337, -0.1980, 0.1375, 0.1247, 0.0978, 0.0921, 0.0828, 0.0708, 0.0899, 0.1008, 0.0859, 0.0881, 0.1071, -0.0136, -0.6521, -0.2218, -0.1737, -0.0707, -0.1499, -0.1573, -0.1856, -0.7344, 0.4052, 0.1025, 0.0708, 0.0759, 0.0654]}

(2)
{"formula": "C6H31N2O8", "method": "ωB97M-V/def2-TZVPD", "e_lumo_ev": -2.55, "homo_lumo_gap_ha": 0.345, "homo_ev": -11.94, "multiplicity": 1, "charge": 1, "symbols": ["C", "N", "C", "C", "C", "C", "C", "N", "H", "H", "H", "H", "H", "H", "H", "H", "H", "H", "H", "H", "H", "H", "H", "H", "H", "O", "H", "H", "O", "H", "H", "O", "H", "H", "O", "H", "H", "O", "H", "H", "O", "H", "H", "O", "H", "H", "O"], "xyz": [[-0.94095, 1.28549, -0.76473], [0.36797, 1.62949, -0.17682], [1.51362, 0.85783, -0.70288], [1.54729, 0.93125, -2.24032], [0.81225, -0.15087, -2.99080], [0.10326, 0.20802, -4.05279], [-2.04659, 1.51185, 0.27805], [-1.62626, 1.61624, 1.67228], [-0.97734, 1.81944, -1.71999], [-0.89961, 0.25169, -1.07802], [0.55830, 2.61500, -0.17570], [2.42483, 1.16390, -0.19600], [1.36850, -0.15289, -0.29422], [1.19118, 1.92975, -2.53784], [2.57441, 1.12426, -2.58216], [1.14097, -1.14377, -2.71157], [-0.35372, -0.57910, -4.64469], [-0.08871, 1.19908, -4.42522], [-2.74082, 0.67368, 0.10586], [-2.56862, 2.40097, -0.08027], [-1.21824, 0.75942, 2.05710], [-2.39896, 1.77497, 2.31587], [-0.80935, 2.24948, 1.69651], [-2.11207, -1.06702, -1.78359], [-3.68990, -0.79851, -1.83955], [-2.89441, -0.76708, -1.31666], [3.09770, 0.14575, 2.04411], [3.48520, 1.49803, 2.72815], [2.95599, 1.12495, 2.02090], [1.07126, 2.26631, 2.10224], [1.22420, 2.35975, 3.60848], [0.57445, 2.46810, 2.91377], [-2.05103, -1.65685, 1.84086], [-1.77087, -1.62893, 3.21014], [-1.77625, -0.99344, 2.50835], [-1.34868, -3.37929, -0.06997], [-2.65223, -2.58996, -0.18047], [-1.94662, -2.81024, 0.43247], [0.97026, -2.73976, -1.86160], [-0.30236, -3.37842, -2.21935], [0.12013, -2.95326, -1.45972], [3.51593, -2.25302, 2.26413], [2.30306, -1.56712, 1.91585], [3.27973, -1.41951, 1.82856], [0.16361, -0.62812, 1.92614], [0.24874, -1.74773, 0.89278], [0.60072, -1.45985, 1.74234]], "lowdin_charge": [-0.1772, -0.0800, -0.1931, -0.1913, -0.1846, 0.0161, -0.1377, 0.1672, 0.1248, 0.0745, 0.1179, 0.0987, 0.0964, 0.1127, 0.1231, 0.0758, 0.0582, 0.0706, 0.1024, 0.1335, 0.0934, 0.1783, 0.1058, 0.0416, 0.0741, -0.0416, -0.0110, 0.0498, -0.0799, 0.0113, 0.0537, -0.0654, 0.0314, 0.0675, -0.0577, 0.0376, 0.0356, -0.0500, 0.0424, 0.0709, -0.0496, 0.0783, 0.0155, -0.0714, 0.0284, 0.0366, -0.0338]}

(3)
{"formula": "C5H15N2S", "method": "ωB97M-V/def2-TZVPD", "e_lumo_ev": -3.12, "homo_lumo_gap_ha": 0.363, "homo_ev": -13.00, "multiplicity": 1, "charge": 1, "smiles": "CCNC[C@@H]([NH3+])CS", "symbols": ["C", "C", "N", "C", "C", "N", "C", "S", "H", "H", "H", "H", "H", "H", "H", "H", "H", "H", "H", "H", "H", "H", "H"], "xyz": [[-1.78663, 1.33660, 1.39645], [-1.58849, -0.10114, 1.84817], [-0.58652, -0.94215, 1.11381], [0.65472, -0.35419, 0.66833], [0.90696, -0.81957, -0.78001], [-0.41312, -0.71680, -1.54196], [2.00735, -0.11003, -1.50635], [1.74939, 1.67457, -1.79381], [-1.00608, 1.79418, 0.78175], [-2.78694, 1.49519, 1.01013], [-1.67490, 2.03166, 2.23654], [-1.28579, -0.10159, 2.89336], [-2.50644, -0.68062, 1.78877], [-0.64166, -1.85268, 1.54513], [0.47407, 0.70441, 0.62670], [1.55879, -0.56816, 1.24082], [0.99921, -1.90041, -0.69074], [-0.33609, -1.17161, -2.45046], [-0.57759, 0.28009, -1.70114], [-1.11008, -1.16886, -0.93442], [2.25013, -0.61080, -2.44199], [2.83979, -0.09229, -0.80099], [2.85991, 1.87420, -2.50810]], "lowdin_charge": [-0.0796, -0.2258, -0.0905, -0.1798, -0.3478, 0.2099, -0.4956, 0.7446, 0.0577, 0.0769, 0.0862, 0.1089, 0.1118, 0.1250, 0.0802, 0.1428, 0.1565, 0.1719, 0.1320, 0.1529, 0.0903, 0.0856, -0.1142]}

(4)
{"formula": "C8H17O3S", "method": "ωB97M-V/def2-TZVPD", "e_lumo_ev": 3.73, "homo_lumo_gap_ha": 0.270, "homo_ev": -3.60, "multiplicity": 1, "charge": -1, "symbols": ["C", "C", "C", "C", "C", "C", "C", "C", "O", "O", "O", "S", "H", "H", "H", "H", "H", "H", "H", "H", "H", "H", "H", "H", "H", "H", "H", "H", "H"], "xyz": [[0.34099, -3.60980, -1.24152], [0.71937, 2.79195, 0.23314], [-0.94065, 2.41372, 2.09552], [0.77274, -2.17773, -1.40923], [-0.39172, -1.23001, -1.44753], [-0.15403, 0.23898, -1.08367], [-0.63256, 2.14152, 0.67258], [-0.50788, 0.57370, 0.34213], [0.10810, -1.31946, 2.03556], [2.03062, -0.24038, 0.68978], [-1.68840, -0.13103, 0.74890], [0.82598, -0.04618, 1.59119], [-0.67073, -3.86522, -1.17058], [0.86550, -3.90342, -0.34736], [0.72491, -4.11496, -2.10619], [1.58268, 2.20167, 0.66988], [0.84645, 2.63283, -0.89241], [0.69395, 3.81597, 0.64044], [-0.59480, 3.41408, 2.50909], [-0.36109, 1.80278, 2.78789], [-1.97222, 2.35573, 2.20481], [1.36058, -2.20141, -2.37088], [1.47123, -1.94100, -0.57054], [-0.78420, -1.38543, -2.42114], [-1.12361, -1.41250, -0.70819], [-0.64396, 1.06031, -1.62589], [0.89904, 0.32014, -1.28973], [-1.42613, 2.62535, -0.06125], [-1.35014, -0.81020, 1.52520]], "lowdin_charge": [-0.1197, -0.0987, -0.1269, -0.2740, -0.2022, -0.1716, -0.4012, -0.5559, -0.5415, -0.5587, -0.1551, 0.7898, 0.0492, 0.0689, 0.0506, 0.0656, 0.0857, 0.0631, 0.0910, 0.0482, 0.0476, 0.1132, 0.0876, 0.0982, 0.0808, 0.1128, 0.0916, 0.1581, 0.1037]}

Total energy (computed, eV): -73814.515, -26078.310, -19236.783, -25549.169
Relative energy (zero: lowest compared OMol25 entry of this formula, charge and spin) (computed, kJ/mol): 70.7, 379.7, 99.4, 0.0